The following is a quantum chemistry calculation of a cluster of 2 separate species, C10H9NOS in total, from the Open Molecules 2025 dataset.

CARTESIAN COORDINATES (ANGSTROEM)
C1 -2.3472 1.6575 1.7523
C2 -1.3063 1.3423 2.6170
C3 -2.5655 0.8856 0.6155
C4 -0.4852 0.2713 2.3517
C5 -1.7690 -0.2019 0.3494
C6 -0.6999 -0.5400 1.2133
C7 2.9334 -0.5997 -1.3770
C8 2.4313 0.1817 -3.4046
C9 1.6215 -0.6084 -1.1818
C10 0.1134 -1.6436 0.9601
N1 3.3669 -0.1363 -2.6273
O1 -0.0632 -0.9483 -3.2292
S1 0.7528 0.1005 -2.5982
H1 -2.9831 2.5042 1.9624
H2 -1.1396 1.9406 3.4994
H3 -3.3681 1.1428 -0.0607
H4 0.3263 0.0248 3.0200
H5 -1.9313 -0.7958 -0.5371
H6 3.6975 -0.9390 -0.7008
H7 2.5879 0.5743 -4.3909
H8 0.9565 -1.8696 1.5855
H9 -0.1289 -2.3430 0.1809

The value obtained for the frontier orbital gap (alpha / beta) is 0.2869 / 0.2241 Eh. The molecular weight comes out at 191.3 g mol⁻¹. The value obtained for the largest force on an atom is 1.70 eV Å⁻¹. Its energy above the lowest of the compared OMol25 structures with the same formula, charge and spin is 6.165 eV. As for the spin multiplicity: 1.